The following is a quantum chemistry calculation of a cluster of 9 separate species, C13H41F6NO8P in total at a distorted geometry, from OMol25.

```
! wB97M-V def2-TZVPD RIJCOSX def2/J DEFGRID3
* xyz 0 2
P -0.341 -1.583 -1.788
F 0.360 -0.910 -3.115
F 0.572 -2.833 -2.201
F 0.828 -0.994 -0.809
F -0.811 -2.608 -0.562
F -1.382 -0.382 -1.330
F -1.570 -2.204 -2.767
C -2.636 -0.625 3.224
C -2.009 -1.054 1.935
O -1.475 -2.276 2.212
H -3.414 -1.337 3.501
H -3.017 0.344 2.899
H -2.031 -0.642 4.130
H -1.458 -0.304 1.368
H -2.877 -1.298 1.322
H -1.292 -2.718 1.379
C 1.220 -0.979 -7.027
C 2.385 -0.779 -6.005
O 2.275 -1.807 -5.032
H 0.975 -1.907 -7.544
H 1.313 -0.187 -7.770
H 0.357 -0.657 -6.444
H 2.309 0.206 -5.544
H 3.389 -0.770 -6.429
H 1.828 -1.475 -4.250
O 0.011 -5.304 -3.076
H -0.890 -5.434 -3.371
H 0.118 -4.353 -3.046
O -4.079 -3.258 -3.302
H -3.802 -4.136 -3.040
H -3.277 -2.737 -3.281
O -1.847 -5.051 -0.510
H -1.608 -4.125 -0.512
H -2.252 -5.198 -1.365
O 3.045 -2.212 -1.616
H 2.161 -1.848 -1.573
H 3.209 -2.334 -2.551
O -0.683 1.634 -3.124
H -1.532 1.299 -2.836
H -0.134 0.854 -3.211
C 0.904 -0.013 4.213
C 1.216 1.336 3.418
C 1.702 1.042 1.961
C 1.569 2.260 1.031
C 0.123 2.836 1.078
C -0.230 3.368 2.489
N -0.048 2.217 3.439
O -0.499 2.545 4.679
C 0.417 4.739 2.698
C -1.767 3.546 2.423
C 2.428 2.072 3.939
H 0.351 0.132 5.141
H 1.877 -0.354 4.565
H 0.335 -0.793 3.705
H 2.715 0.740 1.692
H 1.049 0.315 1.478
H 1.845 1.915 0.034
H 2.264 3.047 1.324
H -0.598 2.070 0.792
H 0.136 3.648 0.351
H -0.313 5.532 2.531
H 0.623 5.099 3.706
H 1.346 4.816 2.131
H -2.324 2.618 2.294
H -2.037 3.959 3.395
H -2.042 4.181 1.581
H 3.335 1.478 4.047
H 2.270 2.593 4.883
H 2.757 2.955 3.391
H -1.341 2.086 4.651
*
```

Its expectation value of S² is 0.754. For the highest occupied orbital energy (spin up / spin down), the calculation gives -9.523 / -9.523 eV.



The following is a quantum chemistry calculation of a structure of composition C30H43Cl3LuN5O3Si at a distorted geometry, from OMol25.

```
! wB97M-V def2-TZVPD RIJCOSX def2/J DEFGRID3
* xyz 0 1
C 1.697 6.442 0.234
C 3.069 6.675 -0.336
H 1.744 5.804 1.134
H 1.045 5.925 -0.482
H 1.230 7.394 0.515
C 3.855 7.681 0.102
C 3.481 8.660 1.164
H 4.835 7.831 -0.350
H 3.078 8.176 2.069
H 2.721 9.385 0.826
H 4.385 9.215 1.454
Lu 1.741 2.897 -1.333
Cl -0.752 2.984 -1.231
Cl 1.768 2.780 -3.870
C 3.371 0.465 -2.410
O 2.989 1.043 -1.352
N 4.128 -0.619 -2.426
C 4.379 -1.302 -1.151
C 4.798 -1.077 -3.649
H 3.079 0.864 -3.398
H 3.425 -1.578 -0.680
H 4.928 -0.656 -0.449
H 4.965 -2.200 -1.364
H 4.079 -1.346 -4.434
H 5.412 -1.948 -3.407
H 5.432 -0.279 -4.064
H -1.648 2.137 3.252
H 1.395 4.206 3.338
C -0.680 1.696 3.557
C 1.378 3.169 3.699
N 0.450 2.373 2.893
H -0.693 0.622 3.296
C 0.618 2.353 1.585
O 1.634 2.818 0.991
H 2.395 2.762 3.640
H -0.196 1.906 0.994
H -0.539 1.812 4.638
H 1.018 3.132 4.727
O 2.814 4.518 -1.328
C 3.510 5.710 -1.457
C 5.896 5.623 -0.530
C 5.008 5.426 -1.587
H 5.471 5.845 0.450
C 7.279 5.541 -0.719
H 3.224 6.222 -2.403
C 5.489 4.875 -2.781
H 7.947 5.801 0.107
C 7.767 5.187 -1.981
C 6.866 4.787 -2.986
H 4.778 4.520 -3.539
H 8.840 5.220 -2.172
H 7.263 4.423 -3.936
Si 5.950 2.145 1.769
Cl 5.057 3.871 2.371
C 7.686 2.127 2.446
C 6.004 2.151 -0.121
C 4.809 0.793 2.363
H 8.320 1.461 1.844
H 7.738 1.790 3.488
H 8.121 3.136 2.372
H 3.766 1.036 2.119
H 4.894 0.702 3.452
H 5.051 -0.178 1.916
H 6.684 2.932 -0.506
H 5.016 2.302 -0.587
H 6.368 1.173 -0.473
N -6.326 -6.029 -0.993
C -5.402 -5.341 -0.790
C -4.265 -4.499 -0.539
C -3.260 -4.935 0.335
C -2.145 -4.127 0.580
C -2.049 -2.873 -0.041
C -3.055 -2.428 -0.914
C -4.159 -3.248 -1.164
N -0.952 -2.043 0.247
C 0.160 -2.363 1.031
C 0.918 -1.221 1.111
N 0.298 -0.218 0.397
C -0.799 -0.724 -0.133
H -3.349 -5.905 0.828
H -1.364 -4.463 1.263
H -2.974 -1.454 -1.397
H -4.945 -2.921 -1.845
H 0.316 -3.337 1.449
H 1.848 -1.074 1.630
H -1.510 -0.216 -0.778
*
```

For the highest occupied orbital energy, the calculation gives -8.049 eV. For the relative energy (zero: lowest compared OMol25 entry of this formula, charge and spin), the calculation gives 7.0 kcal per mole.



The following is a quantum chemistry calculation of an isolated molecule of C3H3NO at a distorted geometry, from OMol25.

```
! wB97M-V def2-TZVPD RIJCOSX def2/J DEFGRID3
* xyz 0 1
N 2.291 -0.062 -1.102
C 1.310 -0.235 -0.516
C 0.073 -0.473 0.228
C -0.942 0.666 0.111
O -0.933 1.492 -0.761
H -0.390 -1.391 -0.160
H 0.298 -0.661 1.284
H -1.708 0.663 0.917
*
```

As for the SMILES: N#CCC=O. For the highest occupied orbital energy, the calculation gives -10.813 eV. For the relative energy (zero: lowest compared OMol25 entry of this formula, charge and spin), the calculation gives 7.0 kcal per mole.



The following is a quantum chemistry calculation of a cluster of 2 separate species, C4H13N3O in total at a distorted geometry, from OMol25.

```
! wB97M-V def2-TZVPD RIJCOSX def2/J DEFGRID3
* xyz 0 1
C 1.812 -1.069 -0.280
C 0.339 -1.098 0.254
C -0.061 0.302 0.693
N -3.017 0.462 -0.575
C -2.328 -0.454 0.244
N -1.428 0.244 1.114
N 1.947 -0.087 -1.251
H 2.011 -2.098 -0.626
H 2.480 -0.965 0.557
H -0.343 -1.306 -0.582
H 0.193 -1.801 1.074
H 0.104 0.976 -0.170
H 0.521 0.690 1.523
H -2.561 0.390 -1.489
H -3.921 0.018 -0.740
H -3.089 -0.837 0.941
H 2.501 1.186 -0.302
H 1.549 -0.337 -2.150
H -1.781 1.175 1.328
H 2.503 2.740 0.020
O 2.569 1.870 0.417
*
```

For the highest occupied orbital energy, the calculation gives -6.802 eV. For the relative energy (zero: lowest compared OMol25 entry of this formula, charge and spin), the calculation gives 174.3 kcal per mole.



The following is a quantum chemistry calculation of a cluster of 2 separate species, C3H8Cl2NP in total at a distorted geometry, from OMol25.

```
! wB97M-V def2-TZVPD RIJCOSX def2/J DEFGRID3
* xyz 0 1
C -0.754 1.585 -1.226
C -0.840 0.884 -0.101
P -1.897 0.916 1.359
N 0.012 -0.662 -0.138
C 0.823 -1.653 -1.097
Cl -0.874 -1.754 0.910
H 0.041 1.341 -1.822
H -0.924 2.628 -1.305
H -1.777 2.239 1.683
H -0.825 0.609 2.161
H 1.761 -1.137 -1.496
H 1.323 -2.374 -0.425
H 0.026 -2.146 -1.573
Cl 2.558 -0.230 1.803
H 1.347 -0.246 1.269
*
```

As for the SMILES: C=C(P)N(C)Cl.Cl. For the highest occupied orbital energy, the calculation gives -8.837 eV. For the relative energy (zero: lowest compared OMol25 entry of this formula, charge and spin), the calculation gives 114.3 kcal per mole.



The following is a quantum chemistry calculation of a structure of composition C16H11Cl4O8ReS2, from OMol25.

```
! wB97M-V def2-TZVPD RIJCOSX def2/J DEFGRID3
* xyz -1 2
Re 1.109 -0.511 -0.449
O 4.555 0.582 1.574
C 3.385 0.475 1.257
O 2.986 0.200 0.048
C 2.297 0.739 2.321
C 1.158 1.604 1.771
C 0.333 2.244 2.879
C -0.407 1.021 3.470
C 0.063 -0.106 2.554
O 0.236 0.581 1.286
C 1.512 -0.507 2.862
C 1.779 -1.848 2.187
O 2.102 -2.830 2.814
O 1.519 -1.874 0.895
H 2.799 1.235 3.151
H 1.424 2.248 0.936
H -0.373 2.956 2.452
H 0.960 2.766 3.600
H -1.487 1.144 3.419
H -0.133 0.814 4.504
H -0.632 -0.929 2.409
H 1.676 -0.649 3.929
Cl -5.294 1.123 -2.117
C -3.588 1.162 -1.835
C -2.890 2.359 -1.970
Cl -3.718 3.813 -2.410
C -1.512 2.387 -1.747
Cl -0.598 3.849 -1.880
C -0.851 1.223 -1.406
O 0.469 1.147 -1.177
C -1.552 0.006 -1.241
O -0.837 -1.022 -0.872
C -2.929 -0.011 -1.470
Cl -3.762 -1.510 -1.280
C -0.600 -3.217 -4.705
O 0.391 -2.393 -4.088
C 0.743 -2.663 -2.825
S 0.228 -3.928 -1.951
S 1.949 -1.450 -2.302
H -0.809 -2.742 -5.661
H -1.494 -3.263 -4.085
H -0.212 -4.226 -4.847
*
```

Its expectation value of S² is 0.759. For the highest occupied orbital energy (spin up / spin down), the calculation gives -5.002 / -4.830 eV.



The following is a quantum chemistry calculation of a structure of composition C26H24Cl2CrN8O2S2 at a distorted geometry, from OMol25.

```
! wB97M-V def2-TZVPD RIJCOSX def2/J DEFGRID3
* xyz 1 4
Cr -0.119 -0.233 0.379
C -1.819 3.192 -1.501
C -1.451 1.870 -0.939
N -0.607 1.646 -0.005
N 0.167 2.645 0.524
C 1.138 2.340 1.418
N 1.906 3.349 1.808
S 1.352 0.789 2.074
C -2.085 0.630 -1.471
C -3.097 0.635 -2.393
C -3.583 -0.580 -2.866
C -3.020 -1.751 -2.411
C -2.000 -1.679 -1.477
N -1.567 -0.518 -0.988
H -1.381 4.035 -0.975
H -2.902 3.314 -1.467
H -1.499 3.228 -2.546
H 0.104 3.567 0.130
H 1.828 4.277 1.426
H 2.657 3.160 2.450
H -3.491 1.573 -2.759
H -4.378 -0.604 -3.600
H -3.340 -2.713 -2.786
H -1.501 -2.567 -1.118
C -1.279 -5.489 -4.850
O -0.611 -6.468 -4.071
C 0.604 -6.138 -3.567
C 1.249 -7.122 -2.823
C 2.483 -6.865 -2.256
C 3.068 -5.608 -2.375
C 2.440 -4.647 -3.164
C 1.217 -4.904 -3.763
N 4.333 -5.431 -1.695
N 4.736 -4.311 -1.312
C 3.868 -3.199 -1.092
C 4.240 -1.982 -1.586
C 3.400 -0.848 -1.510
C 2.206 -0.933 -0.871
O 1.328 0.079 -0.744
C 1.859 -2.147 -0.252
N 0.684 -2.110 0.462
C 0.290 -3.213 1.082
C 1.052 -4.380 1.085
C 2.248 -4.414 0.409
C 2.672 -3.289 -0.323
H -2.227 -5.931 -5.138
H -0.707 -5.236 -5.745
H -1.458 -4.579 -4.271
H 0.768 -8.087 -2.713
H 2.998 -7.628 -1.683
H 2.907 -3.690 -3.347
H 0.760 -4.126 -4.361
H 5.176 -1.935 -2.131
H 3.679 0.086 -1.983
H -0.651 -3.170 1.617
H 0.696 -5.241 1.634
H 2.866 -5.300 0.454
Cl -3.523 -2.644 1.307
C -3.379 -1.061 2.045
Cl -1.669 -0.526 2.232
H -3.776 -1.113 3.049
H -3.894 -0.330 1.438
S 0.281 0.951 -3.453
C 0.279 -0.695 -3.237
N 0.267 -1.845 -3.013
*
```

Its expectation value of S² is 3.787. For the highest occupied orbital energy (spin up / spin down), the calculation gives -9.402 / -9.446 eV. For the relative energy (zero: lowest compared OMol25 entry of this formula, charge and spin), the calculation gives 33.5 kcal per mole.



The following is a quantum chemistry calculation of a cluster of 2 separate species, C3H7OS in total at a distorted geometry, from OMol25.

```
! wB97M-V def2-TZVPD RIJCOSX def2/J DEFGRID3
* xyz -1 1
C 0.695 -1.126 2.645
S -0.566 -1.101 1.209
H 1.232 -2.078 2.763
H 0.063 -0.947 3.508
H 1.415 -0.411 2.274
C 0.049 1.923 -2.843
C -0.207 0.971 -1.922
O 0.523 0.691 -0.878
H -0.382 1.766 -3.833
H 0.794 2.707 -2.848
H -0.946 0.249 -2.253
H 0.305 0.117 -0.028
*
```

For the highest occupied orbital energy, the calculation gives -3.026 eV. For the relative energy (zero: lowest compared OMol25 entry of this formula, charge and spin), the calculation gives 32.1 kcal per mole.